(1)
{
  "formula": "C26H25F2N3SV",
  "method": "ωB97M-V/def2-TZVPD",
  "gap_ev": [7.6, 7.6],
  "homo_energy_ha": [-0.423, -0.423],
  "spin_multiplicity": 1,
  "lumo_energy_ev": [-3.9, -3.9],
  "de_lowest_kcal_mol": 8.4,
  "max_force_ev_per_a": 2.0,
  "total_charge": 1,
  "elements": ["V", "C", "N", "C", "C", "C", "C", "C", "C", "C", "C", "H", "H", "H", "H", "H", "H", "H", "H", "H", "H", "H", "H", "F", "C", "C", "C", "C", "C", "F", "C", "C", "C", "C", "C", "C", "N", "H", "H", "H", "H", "H", "H", "C", "C", "C", "C", "N", "C", "C", "H", "H", "H", "H", "H", "H", "H", "S"],
  "coordinates": [[0.0662, -1.2915, -0.2017], [-0.8629, -0.0671, 3.0719], [0.1108, -0.8912, 2.3463], [0.0816, -2.2695, 2.8779], [1.4458, -0.3227, 2.6008], [2.4399, -0.8722, 1.6262], [3.8100, -0.8058, 1.8478], [4.6911, -1.2955, 0.8945], [4.2033, -1.8528, -0.2801], [2.8331, -1.9330, -0.4930], [1.9408, -1.4313, 0.4579], [-0.5605, 0.0582, 4.1178], [-1.8485, -0.5265, 3.0649], [-0.9322, 0.9190, 2.6114], [0.1425, -2.2661, 3.9730], [0.9182, -2.8377, 2.4804], [-0.8342, -2.7806, 2.5883], [1.7548, -0.5308, 3.6333], [1.3896, 0.7643, 2.4941], [4.1876, -0.3710, 2.7665], [5.7567, -1.2626, 1.0788], [4.8849, -2.2602, -1.0155], [2.4748, -2.4124, -1.3946], [1.5010, -0.1010, -5.2568], [0.5542, -0.3590, -4.3575], [0.9119, -0.5029, -3.0270], [-0.0757, -0.7657, -2.0988], [-1.4308, -0.8238, -2.4718], [-1.7198, -0.7524, -3.8356], [-2.9714, -0.9235, -4.2823], [-0.7493, -0.5147, -4.7864], [-2.4412, -0.9836, -1.4101], [-3.8113, -0.8277, -1.6245], [-4.7055, -1.0234, -0.5883], [-4.2252, -1.3789, 0.6639], [-2.8600, -1.4669, 0.8277], [-1.9870, -1.2519, -0.1577], [1.9548, -0.4235, -2.7462], [-1.0110, -0.4614, -5.8337], [-4.1806, -0.5527, -2.5978], [-5.7677, -0.9074, -0.7564], [-4.8854, -1.5732, 1.4961], [-2.4433, -1.7440, 1.7831], [0.2145, 5.3732, 0.1568], [0.1698, 3.8809, 0.0618], [-1.0319, 3.1801, 0.0190], [-1.0197, 1.8003, -0.0534], [0.1038, 1.0790, -0.0911], [1.2634, 1.7464, -0.0628], [1.3383, 3.1217, 0.0150], [-0.7809, 5.8066, 0.0919], [0.8332, 5.7888, -0.6391], [0.6614, 5.6760, 1.1052], [-1.9770, 3.7063, 0.0403], [-1.9557, 1.2562, -0.0815], [2.1664, 1.1486, -0.1133], [2.3059, 3.6063, 0.0361], [-0.0416, -3.2939, -0.5719]],
  "forces_ev_per_angstrom": [[0.7682, -1.6536, 0.8179], [-0.1199, 0.1101, -0.0310], [-0.1239, -0.2450, -0.4169], [-0.0148, -0.0727, 0.1950], [0.1782, 0.0263, -0.0450], [-0.0258, 0.0568, 0.0869], [-0.0475, 0.0082, 0.0271], [-0.0085, 0.0107, 0.0038], [-0.0022, 0.0520, -0.0030], [0.2645, 0.0277, -0.0121], [0.3298, 0.1638, -0.0912], [0.0126, -0.0323, -0.0094], [0.0866, 0.0724, 0.0667], [0.0094, -0.0229, -0.0036], [0.0348, 0.0648, -0.0145], [0.0012, 0.0087, -0.0283], [-0.0266, 0.0342, -0.0207], [-0.0691, 0.0466, 0.0248], [-0.0767, -0.0137, 0.0032], [0.0101, -0.0327, 0.0033], [-0.0015, 0.0164, -0.0146], [0.0033, 0.0142, 0.0055], [-0.0051, -0.0334, 0.0029], [0.0491, 0.0202, -0.0767], [-0.1932, -0.0783, 0.1775], [0.1713, 0.0366, 0.0920], [-0.2714, -0.1364, -0.8088], [-0.0827, 0.0450, 0.0132], [0.2206, 0.1997, 0.1098], [-0.0649, 0.0292, -0.0375], [0.0030, -0.0079, -0.1581], [-0.3845, 0.0740, -0.1633], [-0.1272, -0.0320, 0.0632], [0.0997, -0.0035, 0.0684], [0.0437, 0.0191, -0.0746], [-0.1449, -0.0943, 0.1327], [-0.7087, 0.5251, -0.0668], [-0.0022, -0.0478, -0.0521], [0.0150, 0.0243, 0.0127], [0.0595, -0.0407, 0.0003], [0.0063, -0.0019, -0.0291], [0.0108, -0.0065, 0.0095], [0.0043, -0.0170, -0.1092], [0.0270, 0.0164, 0.0097], [-0.0230, -0.1359, -0.0093], [0.0879, 0.0427, 0.0019], [-0.0853, 0.0810, 0.0146], [-0.0918, -0.3662, 0.2434], [0.1431, 0.0142, -0.1153], [-0.0767, 0.0696, 0.0084], [0.0082, 0.0170, -0.0088], [-0.0184, 0.0114, -0.0019], [-0.0088, 0.0092, -0.0040], [-0.0076, -0.0194, 0.0083], [0.0244, -0.0146, 0.0013], [-0.0283, -0.0034, 0.0171], [0.0174, -0.0429, -0.0098], [0.1512, 1.2069, 0.1946]],
  "lowdin_charge": [0.52, -0.07, -0.27, -0.08, -0.16, -0.25, -0.02, -0.06, -0.06, -0.13, -0.27, 0.10, 0.07, 0.08, 0.10, 0.09, 0.07, 0.14, 0.12, 0.12, 0.11, 0.11, 0.08, 0.10, -0.26, -0.01, -0.22, -0.13, -0.20, 0.09, 0.09, -0.20, 0.03, -0.02, -0.02, -0.11, -0.06, 0.12, 0.14, 0.12, 0.12, 0.12, 0.08, -0.03, -0.24, 0.01, -0.11, 0.02, -0.10, 0.01, 0.08, 0.09, 0.10, 0.12, 0.11, 0.12, 0.13, 0.53]
}

=====

(2)
{
  "formula": "C26H25F3N2O4S3",
  "method": "ωB97M-V/def2-TZVPD",
  "gap_ev": 4.5,
  "homo_energy_ha": -0.250,
  "spin_multiplicity": 1,
  "lumo_energy_ev": -2.3,
  "de_lowest_kcal_mol": 143.1,
  "max_force_ev_per_a": 4.2,
  "elements": ["F", "C", "F", "F", "S", "N", "S", "C", "C", "C", "C", "C", "C", "O", "O", "S", "C", "C", "C", "C", "C", "C", "O", "O", "H", "H", "H", "H", "H", "H", "H", "H", "H", "H", "C", "C", "C", "N", "C", "C", "C", "C", "C", "C", "C", "C", "C", "C", "H", "H", "H", "H", "H", "H", "H", "H", "H", "H", "H", "H", "H", "H", "H"],
  "coordinates": [[1.7060, 1.1060, -4.1906], [2.6480, 0.4923, -3.3137], [2.9462, -0.7166, -3.9491], [3.8436, 1.2577, -3.4198], [2.0212, 0.6426, -1.7256], [-0.7729, -2.7857, -0.4713], [0.3858, -3.7144, -1.4924], [2.1087, -3.0414, -1.6700], [2.9984, -3.9591, -2.2410], [4.3818, -3.7516, -2.2268], [4.9253, -2.5785, -1.7053], [4.0424, -1.6394, -1.1856], [2.6286, -1.8363, -1.1467], [0.5514, -4.9356, -0.7044], [-0.1120, -3.7759, -2.8459], [-1.6152, -1.4032, -1.1068], [-1.7771, 0.2647, -2.2498], [-0.9400, 1.3687, -2.2638], [-1.1527, 2.3953, -3.1985], [-2.4476, 2.6003, -3.7013], [-3.4171, 1.6042, -3.4551], [-3.0701, 0.4669, -2.7103], [-3.0634, -1.7007, -1.0867], [-1.3982, -0.3198, 0.1314], [2.6034, -4.8624, -2.6762], [5.0443, -4.5146, -2.6077], [5.9947, -2.3801, -1.7164], [4.4017, -0.6857, -0.8007], [2.1275, -1.2371, -0.3609], [-0.2039, 1.5721, -1.5001], [-0.3265, 3.0659, -3.4457], [-2.7064, 3.5090, -4.2760], [-4.4546, 1.7295, -3.8114], [-3.8351, -0.2199, -2.3477], [-1.7955, 4.1375, 2.7546], [-1.0878, 4.3796, 1.4083], [-0.6012, 3.0021, 0.8977], [-0.8571, 2.0834, 1.9891], [-0.5668, 0.7764, 1.9259], [-0.0900, -0.0096, 0.7559], [0.5229, -1.2998, 1.3646], [-0.0932, -1.3400, 2.7209], [-0.8419, -0.1729, 2.9855], [-1.7316, -0.1790, 4.0851], [-1.5776, -1.1801, 5.0687], [-0.6376, -2.1963, 4.9178], [0.0224, -2.3394, 3.6955], [-1.6622, 2.6306, 3.0659], [-1.3637, 4.7379, 3.5721], [-2.8714, 4.3647, 2.6757], [-1.7775, 4.8143, 0.6725], [-0.2348, 5.0571, 1.5587], [-1.1674, 2.6920, 0.0030], [0.4616, 3.0183, 0.5964], [0.5482, 0.5443, 0.0497], [0.2720, -2.2540, 0.8563], [1.6055, -1.1457, 1.4155], [-2.5536, 0.5515, 4.1454], [-2.2349, -1.1577, 5.9349], [-0.4370, -2.8875, 5.7688], [0.5898, -3.2424, 3.4702], [-1.2421, 2.4389, 4.0680], [-2.6634, 2.1587, 3.0492]],
  "forces_ev_per_angstrom": [[1.4085, -0.7137, 0.1715], [0.4061, 1.4544, -1.8653], [-0.4611, 1.5211, 1.2884], [-1.3654, -1.1550, -0.4799], [0.0633, 0.5976, 0.2707], [0.4224, 1.3999, -3.9423], [-0.0410, -0.3571, 0.3370], [0.2070, 0.9970, 1.0681], [0.2650, 0.0200, -0.1259], [-0.5267, 0.0023, -0.0754], [-0.9831, 0.4743, 0.0538], [-0.4087, -0.0054, -0.1113], [0.6016, -1.8500, 1.9808], [-0.5320, 1.6233, -0.7021], [-0.1144, 0.0724, 0.7237], [-2.1241, -0.3578, 1.6443], [-0.2630, 0.7788, -0.3522], [0.5780, -0.3919, 0.0905], [-1.1539, 0.5009, 0.2957], [0.1864, -0.8581, -0.5363], [0.2138, 0.5443, 0.3278], [-0.7334, -0.7329, -0.2557], [2.6677, -0.0498, 0.3206], [0.5402, -0.0754, 0.7953], [-0.0003, -0.2071, -0.0151], [-0.0966, -0.1055, -0.1829], [-0.2152, -0.1335, 0.0475], [-0.0103, -0.2887, 0.0076], [0.2555, -0.9629, -1.5062], [0.5988, -0.7148, -0.8641], [-0.3372, 0.0414, 0.5297], [0.2950, -0.7558, 0.2332], [0.6857, -0.1180, 0.3795], [0.1594, -0.0021, -0.7823], [-0.4004, -0.1639, 0.2678], [0.2666, 0.0613, -0.1205], [0.0475, 0.9337, -0.9934], [0.9431, -3.4225, -0.3170], [-1.9234, 1.6691, 1.4507], [-0.0405, -1.0640, -1.2881], [0.6015, 0.5088, 0.8956], [0.1303, 0.1988, 0.9281], [-0.3729, -0.6163, 0.3601], [0.1733, -0.1530, 0.6764], [-0.5795, 1.1204, -0.7033], [0.3501, -0.3515, 0.1073], [-0.0427, 0.0015, -0.2920], [-0.8197, 0.6766, 0.5211], [-0.2273, -0.2016, -0.4399], [0.5125, 0.1211, 0.1333], [0.3591, 0.0062, 0.2658], [-0.3355, -0.1996, -0.2430], [0.0706, 0.0322, 0.4330], [-0.3820, -0.1765, 0.3364], [-0.1923, -0.4194, 0.2336], [0.4522, 1.1941, 0.1527], [-0.0820, -0.2501, 0.1779], [0.7096, -0.5351, 0.3124], [0.1950, -0.0178, -0.1317], [-0.3325, 0.4364, -0.9650], [0.0469, 0.2983, 0.1527], [0.1363, -0.0773, -0.5459], [0.5481, 0.1979, -0.1334]],
  "lowdin_charge": [-0.06, -0.88, 0.03, -0.05, 0.73, -0.28, 0.65, -0.24, -0.08, -0.08, -0.08, -0.11, -0.22, -0.33, -0.32, 0.96, -0.13, -0.15, -0.06, -0.07, -0.08, -0.09, -0.34, -0.27, 0.11, 0.10, 0.11, 0.09, 0.01, 0.00, 0.12, 0.11, 0.11, 0.10, -0.14, -0.13, -0.09, 0.02, -0.01, -0.21, -0.08, -0.12, -0.09, 0.00, -0.06, -0.05, 0.01, -0.12, 0.12, 0.12, 0.12, 0.12, 0.13, 0.15, 0.04, 0.08, 0.14, 0.10, 0.11, 0.13, 0.13, 0.14, 0.13]
}

=====

(3)
{
  "formula": "C26H25F5N5O7S",
  "method": "ωB97M-V/def2-TZVPD",
  "gap_ev": 7.3,
  "homo_energy_ha": -0.432,
  "spin_multiplicity": 1,
  "lumo_energy_ev": -4.5,
  "max_force_ev_per_a": 10.8,
  "total_charge": 1,
  "elements": ["O", "C", "C", "C", "N", "C", "C", "C", "C", "F", "C", "F", "F", "C", "C", "C", "C", "S", "N", "N", "C", "O", "F", "C", "O", "F", "H", "H", "H", "H", "H", "H", "H", "H", "H", "H", "H", "H", "H", "H", "H", "C", "C", "C", "C", "C", "C", "N", "O", "O", "H", "H", "H", "H", "H", "C", "C", "C", "C", "C", "C", "N", "O", "O", "H", "H", "H", "H", "H"],
  "coordinates": [[-2.5366, 0.6123, 2.4528], [-2.0405, -0.3018, 1.5925], [-0.4237, -0.7083, 1.7008], [0.2646, -0.2545, 0.2839], [-0.5166, 0.0624, -1.0037], [0.5475, 0.3869, -2.0729], [0.3164, 0.7573, -3.6633], [-0.6950, -0.3906, -4.2694], [0.0069, -1.8709, -4.4484], [0.8635, -2.1427, -5.6607], [-0.1604, -3.0292, -3.5121], [-0.4864, -4.4227, -3.9901], [0.0063, -2.8290, -2.0521], [2.0464, 0.2955, -1.4139], [3.5468, 0.5478, -2.0234], [3.7765, 2.2041, -2.0250], [3.5780, 2.8727, -3.5199], [2.1158, 4.0532, -3.5895], [1.7441, -0.0935, 0.0161], [2.8698, -0.2724, 0.8038], [2.7596, 0.3975, 2.1554], [2.9190, 1.7344, 2.3566], [2.5157, -0.4040, 3.4117], [3.3028, -1.7190, 0.8940], [4.6273, -1.9863, 0.7362], [2.4197, -2.8947, 1.0888], [-2.7580, -0.8072, 0.8124], [-0.3959, -1.8791, 1.8957], [0.0224, -0.0847, 2.5984], [-1.5664, 0.0634, -1.1558], [1.3706, 0.6435, -4.2081], [-0.0937, 1.8680, -3.8110], [-1.0506, -0.0268, -5.3234], [-1.6614, -0.4872, -3.5927], [3.6272, 0.0991, -3.1222], [4.4060, 0.1166, -1.3170], [2.9491, 2.6380, -1.2831], [4.8553, 2.4258, -1.5648], [3.4874, 2.0511, -4.3488], [4.5738, 3.4895, -3.7375], [1.3229, 3.6854, -4.6973], [1.8527, -3.8714, 7.7919], [1.4388, -2.6512, 7.2554], [0.6438, -2.6249, 6.1079], [0.2636, -3.8323, 5.5058], [0.6840, -5.0585, 6.0379], [1.4812, -5.0720, 7.1842], [-0.5931, -3.8121, 4.3141], [-0.9285, -2.7070, 3.8626], [-0.9354, -4.9007, 3.8304], [2.4678, -3.8870, 8.6900], [1.7336, -1.7197, 7.7338], [0.3294, -1.6658, 5.7021], [0.4004, -6.0028, 5.5780], [1.8102, -6.0188, 7.6067], [-5.1502, 5.2079, -1.4022], [-4.1519, 4.5327, -0.6982], [-3.6812, 3.3016, -1.1588], [-4.2165, 2.7556, -2.3336], [-5.2242, 3.4276, -3.0382], [-5.6889, 4.6567, -2.5661], [-3.7079, 1.4740, -2.8369], [-2.8295, 0.9012, -2.1751], [-4.1827, 1.0403, -3.8964], [-5.5101, 6.1702, -1.0422], [-3.7381, 4.9680, 0.2090], [-2.9028, 2.7880, -0.5988], [-5.6520, 3.0129, -3.9486], [-6.4688, 5.1876, -3.1076]],
  "forces_ev_per_angstrom": [[3.2618, -5.9282, -5.6813], [-1.6502, 4.5209, 4.6350], [-1.0258, 0.6527, -0.8349], [-0.0502, 0.4018, -2.5573], [7.3926, -0.2182, 1.8006], [3.4068, -0.1828, 2.2575], [-0.0297, -0.9260, 0.7990], [0.4844, -0.1813, -0.1275], [0.5477, -2.7549, 1.6096], [-3.3831, 0.7491, 3.1695], [0.2399, 1.2480, -2.0646], [1.9859, 4.9250, 2.3237], [-1.4997, -1.0407, -4.6331], [-5.5405, -0.6388, -0.3042], [-0.3006, 0.8030, 0.5302], [-0.5385, -0.1696, 0.4143], [1.6641, -0.5441, -0.1226], [-0.1319, -0.6213, -0.5443], [-4.0829, 1.0257, -4.0947], [-1.2429, -2.4477, 3.9006], [0.9794, 7.9473, 3.7854], [-1.4021, -10.5219, -2.0964], [0.8397, 1.7831, -4.7735], [8.2867, -4.1189, -0.7752], [-10.1797, 2.1674, 1.2954], [2.0646, 4.7259, -0.6713], [1.4413, 0.7946, 1.4071], [0.2813, 2.4746, -0.5348], [-0.9143, -1.3794, -1.8984], [1.5865, 0.0953, 0.3103], [-2.2910, 0.3863, 1.4014], [0.8430, -2.6013, 0.5072], [0.7351, -0.9832, 1.8684], [2.1890, 0.0013, -1.5065], [-0.2982, 0.8394, 2.5648], [-2.2911, 0.5125, -1.5699], [1.9984, -0.7233, -1.6183], [-2.4485, -0.4147, -1.2335], [0.1625, 1.5704, 1.6266], [-2.3593, -1.2604, 0.2901], [1.3367, -0.0215, 1.0472], [-0.0765, -0.0138, -0.1143], [-0.1230, -0.2963, -0.2189], [0.0165, -0.0455, 0.0026], [0.5151, 0.0299, 0.7799], [-0.0153, 0.0016, -0.0025], [-0.1395, 0.3482, -0.1858], [-0.5805, -0.8104, -0.7352], [0.3366, -1.1775, 0.3138], [0.5198, 1.9629, 0.6570], [-0.1321, 0.0042, -0.2012], [-0.0973, -0.1837, -0.1479], [-0.0433, -0.3373, -0.0097], [-0.0417, 0.3500, -0.0140], [-0.1068, 0.1870, -0.1437], [0.0438, -0.1335, -0.0604], [-0.0628, -0.2287, -0.2894], [-0.0022, 0.0387, -0.0063], [-0.2054, 0.7257, 0.3439], [-0.0380, 0.0129, -0.0677], [0.2991, -0.2573, 0.1473], [-0.8584, -0.3230, -1.2578], [-0.6885, 0.2372, -0.5969], [1.2104, 0.5335, 2.0730], [0.0753, -0.2231, -0.0733], [-0.0684, -0.1600, -0.2002], [-0.2032, 0.0311, -0.2280], [0.2214, -0.0387, 0.2507], [0.1776, -0.1800, 0.0834]],
  "lowdin_charge": [-0.04, -0.11, -0.05, 0.01, 0.16, -0.02, -0.12, -0.12, -0.04, -0.06, 0.00, -0.01, -0.03, 0.01, -0.11, -0.24, -0.54, 0.62, -0.03, 0.05, -0.11, 0.08, 0.01, -0.13, 0.08, 0.03, 0.15, 0.13, 0.14, 0.11, 0.13, 0.11, 0.14, 0.11, 0.13, 0.13, 0.11, 0.13, 0.08, 0.09, -0.13, -0.06, -0.06, 0.00, -0.14, 0.01, -0.06, -0.31, 0.01, 0.08, 0.11, 0.11, 0.11, 0.12, 0.11, -0.05, -0.05, 0.00, -0.14, 0.01, -0.05, -0.28, -0.03, 0.10, 0.12, 0.12, 0.11, 0.12, 0.12]
}

=====

> Which formula does entry 2 have?

C26H25F3N2O4S3